Below is 7 unconnected molecules or ions with the total composition C51H60F6N2O6S, with properties calculated with ωB97M-V with the def2-TZVPD basis set.

The value obtained for the HOMO-LUMO gap is 9.38 eV. The LUMO energy is 0.50 eV. The SMILES is [H]/N=C\C[C@@]1(C)OS(=O)(=O)O[C@]1(C[C@@H](O)CN)OC[C@H](C)CC(C)C.Fc1ccccc1.Fc1ccccc1.Fc1ccccc1.Fc1ccccc1.Fc1ccccc1.Fc1ccccc1.

The geometry in ORCA input format:
```
! wB97M-V def2-TZVPD RIJCOSX def2/J DEFGRID3
* xyz 0 1
H 2.1342 -4.7538 5.5500
N 2.8510 -5.3870 5.1869
C 3.6897 -4.7658 4.4976
C 3.6964 -3.2797 4.2230
C 2.9748 -2.9251 2.9362
C 3.5531 -3.6324 1.7266
O 1.5820 -3.4296 3.0835
S 0.5238 -2.4839 2.4217
O -0.1386 -3.1408 1.3551
O -0.2546 -1.8417 3.4280
O 1.5602 -1.4473 1.8226
C 2.7524 -1.4008 2.6490
C 2.5404 -0.5674 3.9067
C 1.9180 0.8430 3.7862
O 2.7570 1.6333 4.6471
C 1.7987 1.4980 2.3952
N 0.4728 1.4857 1.7845
O 3.7118 -0.9151 1.7758
C 4.9293 -0.4140 2.3267
C 6.0228 -0.3698 1.2378
C 5.4981 -0.6971 -0.1629
C 7.1850 -1.2948 1.6104
C 8.1184 -0.7774 2.7098
C 9.2434 -1.7918 2.9420
C 8.6728 0.6185 2.3773
H 4.4973 -5.3522 4.0575
H 3.2527 -2.7755 5.0831
H 4.7359 -2.9561 4.1231
H 3.1886 -3.1851 0.8048
H 3.2555 -4.6809 1.7324
H 4.6432 -3.5797 1.7088
H 3.4938 -0.4546 4.4195
H 1.9108 -1.1550 4.5762
H 0.9126 0.8094 4.2209
H 2.3419 2.4997 4.7622
H 2.0656 2.5508 2.5365
H 2.5187 1.0869 1.6902
H 0.1499 0.5333 1.6568
H -0.1879 1.9157 2.4263
H 5.2660 -1.0539 3.1501
H 4.7603 0.5799 2.7560
H 6.3873 0.6590 1.1894
H 4.7269 0.0095 -0.4717
H 5.0775 -1.7021 -0.2127
H 6.3297 -0.6205 -0.8638
H 7.7829 -1.5476 0.7286
H 6.7526 -2.2470 1.9554
H 7.5582 -0.7019 3.6502
H 9.6319 -2.1653 1.9909
H 10.0740 -1.3390 3.4868
H 8.9013 -2.6446 3.5324
H 8.0368 1.4109 2.7755
H 9.6725 0.7511 2.7936
H 8.7433 0.7631 1.2956
F -0.7345 4.3453 1.0231
C -1.5988 3.8486 0.1093
C -2.9079 4.2843 0.1423
C -3.7994 3.7821 -0.7956
C -3.3707 2.8604 -1.7404
C -2.0471 2.4401 -1.7486
C -1.1433 2.9324 -0.8179
H -3.2166 5.0031 0.8894
H -4.8271 4.1141 -0.7865
H -4.0682 2.4702 -2.4697
H -1.7126 1.7173 -2.4813
H -0.1120 2.6117 -0.7955
F -7.6297 -1.3649 2.6976
C -6.3192 -1.6947 2.6713
C -5.9080 -2.7118 1.8343
C -4.5600 -3.0422 1.8116
C -3.6547 -2.3643 2.6162
C -4.1004 -1.3473 3.4486
C -5.4441 -1.0007 3.4816
H -6.6327 -3.2269 1.2187
H -4.2152 -3.8331 1.1585
H -2.6057 -2.6220 2.5964
H -3.3947 -0.8193 4.0767
H -5.8142 -0.2089 4.1184
F 9.1706 -0.8342 -1.1719
C 9.3789 -1.2223 -2.4517
C 8.3027 -1.2861 -3.3127
C 8.5314 -1.6862 -4.6217
C 9.8121 -2.0146 -5.0437
C 10.8738 -1.9414 -4.1526
C 10.6636 -1.5406 -2.8410
H 7.3125 -1.0298 -2.9627
H 7.7015 -1.7401 -5.3136
H 9.9824 -2.3265 -6.0651
H 11.8734 -2.1980 -4.4771
H 11.4743 -1.4722 -2.1286
F -6.0896 5.9691 -1.4213
C -7.2916 6.1340 -2.0184
C -7.4719 7.2158 -2.8552
C -8.7085 7.3758 -3.4646
C -9.7329 6.4683 -3.2305
C -9.5188 5.3911 -2.3819
C -8.2879 5.2134 -1.7662
H -6.6596 7.9105 -3.0186
H -8.8706 8.2170 -4.1257
H -10.6946 6.5995 -3.7030
H -10.3167 4.6845 -2.1943
H -8.0975 4.3808 -1.1026
F -12.9975 6.3531 -3.2260
C -13.8379 5.5990 -3.9694
C -13.5803 5.4539 -5.3171
C -14.4453 4.6743 -6.0718
C -15.5403 4.0627 -5.4775
C -15.7726 4.2291 -4.1192
C -14.9161 5.0027 -3.3489
H -12.7223 5.9423 -5.7585
H -14.2598 4.5451 -7.1298
H -16.2110 3.4573 -6.0718
H -16.6259 3.7551 -3.6528
H -15.0732 5.1447 -2.2886
F 3.4975 -4.7697 -1.0196
C 2.5000 -5.1723 -1.8422
C 1.2073 -4.7946 -1.5405
C 0.1905 -5.2116 -2.3877
C 0.4764 -5.9878 -3.5028
C 1.7877 -6.3518 -3.7756
C 2.8183 -5.9428 -2.9409
H 1.0017 -4.1957 -0.6623
H -0.8301 -4.9260 -2.1705
H -0.3221 -6.3098 -4.1574
H 2.0134 -6.9593 -4.6419
H 3.8484 -6.2107 -3.1322
*
```

Atom charges from the Löwdin analysis, given in e for atoms 1 to 2: number 1, H, carries 0.060; number 2, N, carries 0.122

=====

Below is 12 unconnected molecules or ions with the total composition C32H94N6O12 at a distorted geometry, with properties calculated with ωB97M-V with the def2-TZVPD basis set.

The value obtained for the HOMO-LUMO gap is 9.72 eV. The LUMO energy is 0.45 eV. The calculation puts the energy above the lowest of the compared OMol25 structures with the same formula, charge and spin at 354.1 kJ/mol. The SMILES is COC[C@H](C)N.COC[C@H](C)N.COC[C@H](C)N.COC[C@H](C)N.COC[C@H](C)N.COC[C@H](C)N.CC(C)O.CO.CO.CO.CO.CO.

The geometry in ORCA input format:
```
! wB97M-V def2-TZVPD RIJCOSX def2/J DEFGRID3
* xyz 0 1
C 1.4061 1.9753 -2.8015
O 0.3322 2.8173 -2.5991
C 0.6961 3.8199 -1.6695
C -0.2988 5.0145 -1.9610
C -0.4562 5.4821 -3.4071
N 0.0751 6.1257 -1.1811
H 1.1965 1.2271 -3.5659
H 1.7316 1.4706 -1.8919
H 2.3156 2.4629 -3.1523
H 0.6466 3.4801 -0.6349
H 1.7121 4.1863 -1.8167
H -1.2228 4.6178 -1.5403
H -0.8767 4.7021 -4.0418
H 0.4467 5.8916 -3.8600
H -1.1343 6.3344 -3.4519
H 0.9305 6.5620 -1.4940
H -0.6269 6.7942 -1.4646
C -5.8974 -1.4704 3.8700
O -4.9651 -1.5136 4.8815
C -4.0911 -0.4110 4.9457
C -3.0605 -0.3588 3.7736
C -1.9121 -1.4295 3.8961
N -2.4099 0.9333 3.6201
H -6.5670 -0.6107 3.8923
H -6.5823 -2.3173 3.9119
H -5.4795 -1.4606 2.8634
H -4.7303 0.4719 4.9425
H -3.5541 -0.2896 5.8864
H -3.6835 -0.5907 2.9098
H -2.3074 -2.4410 3.9899
H -1.2889 -1.2915 4.7797
H -1.2265 -1.3848 3.0499
H -2.0986 1.2148 4.5387
H -3.1376 1.5589 3.3054
C -0.9924 -3.1302 -1.3105
O -1.8273 -2.7015 -2.4005
C -2.5243 -3.6750 -3.1206
C -1.6398 -4.3596 -4.1984
C -0.9225 -3.4347 -5.2099
N -2.4614 -5.2655 -4.9369
H -1.5601 -3.6717 -0.5537
H -0.6799 -2.2382 -0.7676
H -0.0209 -3.5535 -1.5657
H -3.0443 -4.3017 -2.3961
H -3.3055 -3.1481 -3.6686
H -0.8902 -4.9617 -3.6849
H -0.1047 -2.8610 -4.7739
H -1.6298 -2.6999 -5.5944
H -0.4034 -3.9206 -6.0361
H -2.7605 -5.9636 -4.2712
H -1.7961 -5.7341 -5.5352
C -4.5219 -1.5948 -0.0378
O -5.3261 -0.4220 -0.1980
C -4.5079 0.7923 -0.0884
C -5.2615 2.0500 -0.5195
C -4.2244 3.1763 -0.7264
N -6.2594 2.4530 0.4145
H -5.1174 -2.5018 0.0664
H -3.8503 -1.5257 0.8179
H -3.9480 -1.6921 -0.9594
H -4.1566 0.9231 0.9351
H -3.6680 0.6197 -0.7613
H -5.6752 1.8789 -1.5133
H -3.5706 2.9297 -1.5630
H -3.5624 3.2431 0.1369
H -4.6618 4.1449 -0.9686
H -6.9757 1.7429 0.3632
H -6.6884 3.3283 0.1502
C 2.4820 -2.4919 1.2627
O 2.6611 -3.6615 0.4764
C 3.1274 -4.7482 1.2819
C 3.2630 -6.0939 0.4876
C 1.9166 -6.5814 0.0315
N 3.7865 -7.1371 1.3470
H 2.1502 -1.6352 0.6762
H 3.3959 -2.1026 1.7114
H 1.7649 -2.6747 2.0630
H 4.1194 -4.5158 1.6692
H 2.4972 -4.8341 2.1671
H 3.9581 -6.0370 -0.3501
H 1.3366 -5.9457 -0.6376
H 1.3247 -6.6451 0.9446
H 1.9317 -7.5746 -0.4174
H 3.8442 -7.9249 0.7177
H 3.0280 -7.3857 1.9659
C 3.3713 1.7170 0.7241
O 3.7450 2.5203 -0.3214
C 5.0232 2.1355 -0.9124
C 6.3183 2.2584 -0.0770
C 6.7144 3.7160 0.3320
N 7.5227 1.6629 -0.5764
H 3.2948 0.6655 0.4472
H 2.4367 2.0941 1.1394
H 4.0873 1.6809 1.5452
H 4.8355 1.1284 -1.2849
H 5.1629 2.6826 -1.8448
H 6.1136 1.7728 0.8772
H 7.6702 3.6671 0.8536
H 5.9737 4.2444 0.9323
H 6.8860 4.3246 -0.5558
H 7.3719 0.6686 -0.6697
H 8.1472 1.7590 0.2115
C 3.3014 -2.9454 -4.2476
C 2.8827 -2.6921 -2.7570
C 1.8591 -1.5441 -2.5787
O 2.3636 -3.8841 -2.2690
H 4.0739 -3.7141 -4.2671
H 3.6199 -2.0149 -4.7176
H 2.4406 -3.2975 -4.8161
H 3.7609 -2.3600 -2.2033
H 2.2317 -0.6117 -3.0029
H 1.6419 -1.2889 -1.5415
H 0.8706 -1.7465 -2.9911
H 2.1014 -3.7248 -1.3593
C 2.1234 0.1602 4.8869
O 2.3336 0.3502 3.4688
H 1.4955 -0.7120 5.0690
H 3.0105 -0.0703 5.4768
H 1.7087 1.0708 5.3193
H 1.4778 0.5149 3.0660
C -0.4662 0.7751 0.7023
O -0.1513 0.8785 2.1079
H 0.4732 0.6345 0.1678
H -1.0927 -0.0811 0.4524
H -0.8997 1.7498 0.4784
H -0.9909 0.9133 2.5721
C -1.8575 0.7141 -3.4440
O -1.8862 2.0348 -3.8009
H -0.9188 0.3091 -3.8220
H -1.7958 0.5842 -2.3636
H -2.7420 0.2089 -3.8321
H -1.0871 2.3705 -3.3882
C -0.4134 5.2135 1.8377
O 0.3878 6.3496 1.5266
H -1.3608 5.3083 1.3070
H 0.1204 4.3109 1.5402
H -0.6864 5.1445 2.8907
H 0.4108 6.3353 0.5670
C -0.5669 3.2299 5.3318
O -1.4588 2.2975 5.9227
H 0.1210 3.3729 6.1652
H -0.1335 2.8082 4.4249
H -1.1107 4.1514 5.1242
H -1.7964 2.6896 6.7314
*
```

Atom charges from the Löwdin analysis, given in e for atoms 1 to 2: number 1, C, carries -0.117; number 2, O, carries -0.206

=====

Below is a single C11H15NO molecule at a distorted geometry, with properties calculated with ωB97M-V with the def2-TZVPD basis set.

The value obtained for the HOMO-LUMO gap is 9.16 eV. The LUMO energy is 0.94 eV. The calculation puts the energy above the lowest of the compared OMol25 structures with the same formula, charge and spin at 317.9 kJ/mol. The SMILES is COc1cccc2c1CC[C@H](N)C2.

The geometry in ORCA input format:
```
! wB97M-V def2-TZVPD RIJCOSX def2/J DEFGRID3
* xyz 0 1
C -3.8714 -1.2153 0.1453
O -2.4308 -1.2485 -0.1631
C -1.6352 -0.1111 -0.2254
C -2.2404 1.1313 -0.0150
C -1.4746 2.2285 -0.0260
C -0.0943 2.1190 0.1264
C 0.4982 0.8877 0.0021
C -0.2127 -0.3057 -0.0867
C 0.4947 -1.7012 -0.1118
C 1.9137 -1.2955 0.5378
C 2.6011 -0.2815 -0.3204
N 4.0363 -0.1968 -0.2176
C 1.9723 0.9034 0.1245
H -3.9903 -2.3674 0.2717
H -4.2187 -0.6972 0.9493
H -4.3911 -0.7095 -0.6826
H -3.3301 1.2004 -0.0358
H -1.7957 3.2002 0.1332
H 0.4561 2.9477 0.0128
H 0.6612 -2.0508 -1.2226
H 0.1835 -2.4955 0.5573
H 1.8385 -1.1558 1.6017
H 2.6304 -2.3085 0.6260
H 2.4664 -0.5264 -1.3262
H 4.3506 -1.2114 -0.2900
H 4.2109 0.3295 0.7044
H 2.1164 1.4153 1.1187
H 2.2961 1.6369 -0.4940
*
```

Atom charges from the Löwdin analysis, given in e for atoms 1 to 2: number 1, C, carries -0.050; number 2, O, carries -0.119

=====

Below is 10 unconnected molecules or ions with the total composition C55H109O11 at a distorted geometry, with properties calculated with ωB97M-V with the def2-TZVPD basis set.

The value obtained for the HOMO-LUMO gap is 5.27 eV. The LUMO energy is 1.61 eV.

The geometry in ORCA input format:
```
! wB97M-V def2-TZVPD RIJCOSX def2/J DEFGRID3
* xyz -1 1
C 10.1801 -5.8923 -0.8694
C 9.4156 -4.4620 -1.1090
C 8.3172 -4.4877 -2.3584
C 7.9085 -2.8986 -2.6179
C 6.9423 -2.6962 -3.9585
C 5.7401 -1.6113 -3.5400
C 4.9647 -0.9985 -4.8503
C 3.4872 -0.3568 -4.5451
C 3.1526 -0.1235 -2.9502
C 1.7007 0.6149 -2.6771
C 1.4034 0.5732 -1.0508
C 1.1527 -0.9420 -0.4563
C 0.1218 -1.7668 -1.4475
C -0.3683 -3.1177 -0.6588
C -0.3183 -4.4977 -1.5418
C -0.9291 -4.3787 -3.0580
C 0.0795 -5.2266 -4.0881
C 0.2397 -6.7702 -3.5459
C 1.7501 -7.1426 -2.9944
O 2.6992 -6.2454 -2.6689
O 2.0909 -8.5932 -2.8358
H 10.9992 -5.7026 -0.0219
H 9.4671 -6.7396 -0.4253
H 10.7984 -6.2783 -1.8052
H 10.2373 -3.6658 -1.4304
H 8.8405 -4.1311 -0.1248
H 7.3872 -5.1192 -2.0226
H 8.7609 -5.0046 -3.3301
H 8.8398 -2.1899 -2.6720
H 7.2816 -2.5653 -1.6677
H 6.3852 -3.7272 -4.1241
H 7.5476 -2.3460 -4.9116
H 6.3032 -0.7060 -3.0288
H 5.0546 -2.1663 -2.7707
H 4.9674 -1.8498 -5.6719
H 5.6454 -0.1114 -5.2654
H 2.6491 -1.0517 -5.0291
H 3.4130 0.6841 -5.1166
H 3.1376 -1.1784 -2.4439
H 4.0175 0.5086 -2.4763
H 0.8197 0.2019 -3.3351
H 1.8169 1.7626 -2.9824
H 0.5577 1.3450 -0.7134
H 2.3997 0.9808 -0.5359
H 2.2056 -1.5020 -0.4757
H 0.7675 -0.9760 0.6486
H -0.8490 -1.0900 -1.6001
H 0.5913 -1.9971 -2.5174
H 0.4015 -3.2728 0.2406
H -1.4288 -3.0031 -0.1288
H -1.0089 -5.2835 -0.9668
H 0.7711 -4.9412 -1.4826
H -1.0825 -3.2878 -3.4522
H -1.9851 -4.9162 -3.1472
H 1.1460 -4.7374 -4.1496
H -0.4079 -5.2842 -5.1745
H -0.5140 -7.0447 -2.6677
H -0.0068 -7.5468 -4.4181
C -2.7816 3.7470 1.1720
C -3.7886 3.1756 0.2075
C -2.9096 2.3848 -0.7368
O -1.7807 1.9341 0.0246
C -1.7760 2.6219 1.2833
H -3.2095 4.0331 2.1360
H -2.3059 4.6312 0.7313
H -4.4689 2.4997 0.7389
H -4.3887 3.9336 -0.3023
H -2.5340 3.0137 -1.5509
H -3.4278 1.5249 -1.1708
H -2.0684 1.9039 2.0572
H -0.7669 2.9810 1.5036
C -0.7325 -1.4454 4.8201
C -1.6850 -1.7643 3.6967
C -2.5284 -0.5098 3.6306
O -1.6910 0.5771 4.0485
C -0.4928 0.0352 4.6212
H 0.1884 -2.0333 4.7958
H -1.2250 -1.6181 5.7845
H -1.1266 -1.8889 2.7614
H -2.2766 -2.6678 3.8648
H -3.3759 -0.5636 4.3221
H -2.9107 -0.3142 2.6246
H 0.3251 0.2131 3.9145
H -0.2644 0.5530 5.5568
C 6.9710 3.3600 -0.8403
C 6.5717 4.3139 -1.9364
C 5.4841 3.5401 -2.6492
O 4.8481 2.7134 -1.6647
C 5.6466 2.7271 -0.4733
H 7.4611 3.8451 0.0076
H 7.6510 2.5985 -1.2405
H 6.1540 5.2280 -1.4983
H 7.3963 4.5965 -2.5956
H 5.9031 2.8821 -3.4179
H 4.7418 4.1938 -3.1162
H 5.1165 3.3236 0.2771
H 5.7592 1.7080 -0.0931
C -7.2912 6.4297 -1.3595
C -8.2877 5.5232 -2.0346
C -7.4774 4.2627 -2.2453
O -6.5233 4.1979 -1.1763
C -6.5159 5.4599 -0.4949
H -7.7509 7.2386 -0.7859
H -6.6270 6.8751 -2.1097
H -9.1241 5.3204 -1.3553
H -8.6932 5.9301 -2.9644
H -6.9211 4.3007 -3.1878
H -8.0964 3.3609 -2.2415
H -7.0026 5.3179 0.4762
H -5.4846 5.7811 -0.3247
C -12.9967 2.6536 -3.1031
C -12.3141 1.8763 -2.0074
C -10.8515 2.1101 -2.3170
O -10.7576 3.4029 -2.9311
C -12.0805 3.8470 -3.2627
H -14.0260 2.9349 -2.8667
H -13.0056 2.0630 -4.0269
H -12.5639 2.3119 -1.0328
H -12.5818 0.8168 -1.9872
H -10.4737 1.3721 -3.0325
H -10.2237 2.0814 -1.4217
H -12.3482 4.6485 -2.5656
H -12.0900 4.2508 -4.2789
C -0.4351 3.1058 9.0739
C 0.9918 3.5898 9.0532
C 1.7457 2.3370 8.6637
O 0.8659 1.5616 7.8380
C -0.4520 2.1208 7.9255
H -1.1721 3.9049 8.9609
H -0.6363 2.5838 10.0170
H 1.1125 4.3549 8.2772
H 1.3271 4.0113 10.0042
H 1.9963 1.7343 9.5431
H 2.6672 2.5554 8.1163
H -0.6654 2.6229 6.9755
H -1.1833 1.3206 8.0693
C -3.6483 0.7001 -4.0920
C -4.6448 -0.2065 -4.7671
C -3.8345 -1.4669 -4.9777
O -2.8804 -1.5318 -3.9088
C -2.8730 -0.2697 -3.2273
H -4.1080 1.5089 -3.5184
H -2.9841 1.1455 -4.8421
H -5.4812 -0.4092 -4.0878
H -5.0503 0.2004 -5.6968
H -3.2782 -1.4290 -5.9203
H -4.4535 -2.3687 -4.9739
H -3.3597 -0.4117 -2.2563
H -1.8417 0.0514 -3.0571
C -1.8483 7.8619 7.2819
C -2.8448 6.9553 6.6068
C -2.0345 5.6948 6.3961
O -1.0804 5.6300 7.4650
C -1.0730 6.8920 8.1465
H -2.3080 8.6707 7.8554
H -1.1841 8.3072 6.5317
H -3.6812 6.7525 7.2860
H -3.2503 7.3622 5.6770
H -1.4782 5.7328 5.4535
H -2.6535 4.7930 6.3999
H -1.5597 6.7501 9.1176
H -0.0417 7.2132 8.3167
C 5.8014 -9.3236 0.2407
C 6.4841 -10.1009 1.3364
C 7.9466 -9.8671 1.0268
O 8.0405 -8.5743 0.4127
C 6.7176 -8.1302 0.0811
H 4.7721 -9.0423 0.4771
H 5.7925 -9.9142 -0.6831
H 6.2342 -9.6653 2.3110
H 6.2163 -11.1604 1.3566
H 8.3244 -10.6051 0.3113
H 8.5744 -9.8958 1.9221
H 6.4499 -7.3287 0.7783
H 6.7081 -7.7264 -0.9351
*
```

Atom charges from the Löwdin analysis, given in e for atoms 1 to 2: number 1, C, carries -0.158; number 2, C, carries -0.280